CH3N3O2Si as an isolated structure. Source: the OMol25 dataset; level of theory: ωB97M-V/def2-TZVPD.

Last column: natural (NBO) charge in e.
Positions of all 10 atoms, in Å:
C -0.04 1.99 -0.01  -0.237
N -0.45 3.05 -0.19  -0.208
N 1.48 -0.75 -0.56  -1.256
N -1.56 -0.69 -0.14  0.364
O -2.52 -0.24 0.46  -0.382
O -1.50 -1.61 -0.92  -0.387
Si 0.46 0.30 0.43  1.436
H 2.39 -0.98 -0.21  0.406
H 0.98 -1.57 -0.75  0.414
H 0.76 0.51 1.89  -0.150

Kohn-Sham gap	0.335	Eh